1.
Formula: C3H3N5
Source: the Open Molecules 2025 dataset
Level of theory: wB97M-V/def2-TZVPD

Calculated values
Largest force on an atom ... 5.57 eV/Å
Charge ... 0
ΔE to the lowest compared entry with this formula, charge and spin ... 4.605 eV
Highest occupied orbital energy ... -10.19 eV
E ... -10604.2618 eV

Bonds (Å) are listed after each position.
Element x y z (Å)
1 C -0.256 -0.437 -0.853  C2 1.532, N7 1.335, N11 1.448
2 C 1.267 -0.330 -0.725  C1 1.532, H5 1.091, N8 1.270
3 C -0.376 0.905 1.257  H6 1.164, N9 1.312, N10 1.342
4 H -1.668 -1.574 -0.677  N7 0.974
5 H 1.844 -0.886 -1.465  C2 1.091
6 H -0.948 0.683 2.246  C3 1.164
7 N -0.703 -1.663 -0.572  C1 1.335, H4 0.974
8 N 1.844 0.384 0.151  C2 1.270, N9 1.477
9 N 0.874 0.504 1.258  C3 1.312, N8 1.477
10 N -0.985 1.551 0.250  C3 1.342, N11 1.318
11 N -0.892 0.863 -0.870  C1 1.448, N10 1.318

---

2.
Formula: C6H15N
Source: the Open Molecules 2025 dataset
Level of theory: wB97M-V/def2-TZVPD

Calculated values
Largest force on an atom ... 4.78 eV/Å
Multiplicity ... 2
Charge ... -1
ΔE to the lowest compared entry with this formula, charge and spin ... 1.318 eV
Highest occupied orbital energy (alpha / beta) ... 1.50 / -4.65 eV
E ... -7952.5249 eV
Expectation value of S² ... 0.7503

Bonds (Å) are listed after each position.
Element x y z (Å)
1 C -1.637 2.736 0.232  C2 1.497, H8 1.065, H9 1.056, H10 1.208
2 C -1.372 1.270 0.387  C1 1.497, N3 1.424, H11 1.101, H12 1.010
3 N -0.190 0.814 -0.264  C2 1.424, C6 1.464, H13 1.015
4 C 2.330 -1.908 0.241  C5 1.495, H14 1.080, H15 1.174, H16 1.114
5 C 1.639 -0.762 -0.427  C4 1.495, C6 1.560, H17 1.074, H18 1.079
6 C 0.201 -0.539 0.135  N3 1.464, C5 1.560, C7 1.561, H19 1.107
7 C -0.875 -1.574 -0.318  C6 1.561, H20 1.014, H21 1.104, H22 1.083
8 H -2.444 3.107 -0.354  C1 1.065
9 H -0.771 3.242 -0.098  C1 1.056
10 H -1.725 3.243 1.325  C1 1.208
11 H -2.200 0.765 -0.134  C2 1.101
12 H -1.441 0.937 1.338  C2 1.010
13 H -0.108 1.099 -1.235  N3 1.015
14 H 2.469 -1.684 1.289  C4 1.080
15 H 1.679 -2.863 0.036  C4 1.174
16 H 3.329 -2.151 -0.187  C4 1.114
17 H 1.686 -0.736 -1.500  C5 1.074
18 H 2.216 0.147 -0.356  C5 1.079
19 H 0.342 -0.624 1.229  C6 1.107
20 H -1.025 -1.594 -1.320  C7 1.014
21 H -0.632 -2.587 0.049  C7 1.104
22 H -1.759 -1.340 0.263  C7 1.083

---

3.
Formula: C4H11NO2
Source: the Open Molecules 2025 dataset
Level of theory: wB97M-V/def2-TZVPD

Calculated values
Largest force on an atom ... 1.49 eV/Å
Charge ... 0
ΔE to the lowest compared entry with this formula, charge and spin ... 1.483 eV
Highest occupied orbital energy ... -9.00 eV
E ... -9910.7589 eV

Bonds (Å) are listed after each position.
Element x y z (Å)
1 C 0.345 0.869 -2.392  C2 1.513, H7 1.093, H8 1.104, H9 1.083
2 C -0.021 0.065 -1.163  C1 1.513, N3 1.457, H10 1.090, H11 1.103
3 N -0.797 0.885 -0.242  C2 1.457, C4 1.461, H12 1.009
4 C -1.092 0.244 1.037  N3 1.461, C5 1.515, H13 1.093, H14 1.087
5 C -0.125 0.741 2.093  C4 1.515, O6 1.208, H15 1.110
6 O -0.004 0.208 3.171  C5 1.208
7 H -0.581 1.114 -2.919  C1 1.093
8 H 0.928 0.263 -3.107  C1 1.104
9 H 0.977 1.724 -2.186  C1 1.083
10 H 0.848 -0.287 -0.607  C2 1.090
11 H -0.566 -0.842 -1.471  C2 1.103
12 H -1.629 1.235 -0.695  N3 1.009
13 H -2.067 0.624 1.350  C4 1.093
14 H -1.010 -0.836 0.942  C4 1.087
15 H 0.467 1.645 1.839  C5 1.110
16 H 1.196 -2.399 2.184  O18 0.962
17 H 2.016 -2.635 0.915  O18 0.960
18 O 1.116 -2.616 1.250  H16 0.962, H17 0.960

---

4.
Formula: C3H6N2O
Source: the Open Molecules 2025 dataset
Level of theory: wB97M-V/def2-TZVPD

Calculated values
Largest force on an atom ... 2.66 eV/Å
Charge ... 0
ΔE to the lowest compared entry with this formula, charge and spin ... 4.578 eV
Highest occupied orbital energy ... -9.30 eV
E ... -8232.1207 eV

Bonds (Å) are listed after each position.
Element x y z (Å)
1 C -0.616 -0.935 -0.209  H5 1.086, N10 1.264, N11 1.386
2 C 0.722 0.963 -0.025  C3 1.509, H6 1.102, H7 1.063, N11 1.390
3 C 1.651 -0.203 0.209  C2 1.509, H8 1.097, H9 1.043, N11 1.492
4 H -3.236 0.405 -0.077  O12 1.012
5 H -0.379 -1.993 -0.139  C1 1.086
6 H 0.077 1.293 0.806  C2 1.102
7 H 0.996 1.666 -0.774  C2 1.063
8 H 2.597 -0.399 -0.311  C3 1.097
9 H 1.787 -0.558 1.180  C3 1.043
10 N -1.806 -0.689 0.137  C1 1.264, O12 1.458
11 N 0.468 -0.225 -0.700  C1 1.386, C2 1.390, C3 1.492
12 O -2.261 0.676 -0.098  H4 1.012, N10 1.458